A molecular structure, C29H41N9O4Sc. Source: the Open Molecules 2025 dataset; level of theory: ωB97M-V with the def2-TZVPD basis set.

Calculated values
Charge: +1
E_LUMO: -2.43 eV
Electronic energy: -73042.528 eV
2S+1: 1

XYZ file:
```
84
Properties=species:S:1:pos:R:3:lowdin_charge:R:1
Sc 0.273 0.274 0.182 1.08
C -0.323 2.073 3.490 -0.14
C -0.857 2.949 2.355 -0.17
N -1.031 2.240 1.067 -0.08
C -1.203 3.203 -0.036 -0.18
C 0.164 3.579 -0.557 -0.18
N 0.883 2.369 -0.990 -0.09
C 2.298 2.696 -1.273 -0.18
C 3.182 2.642 -0.039 -0.15
C 3.536 1.223 0.370 -0.18
N 2.447 0.491 1.048 -0.12
C 2.574 0.548 2.508 -0.18
C 1.544 -0.393 3.113 -0.16
N 0.199 -0.186 2.529 -0.11
C -0.702 0.599 3.404 -0.18
H -0.704 2.475 4.430 0.12
H 0.759 2.160 3.552 0.09
H -0.181 3.790 2.199 0.12
H -1.823 3.378 2.642 0.13
H -1.896 1.719 1.156 0.09
H -1.748 4.095 0.290 0.13
H -1.791 2.726 -0.822 0.11
H 0.749 4.050 0.235 0.11
H 0.085 4.302 -1.374 0.14
H 0.475 2.085 -1.877 0.09
H 2.351 3.689 -1.731 0.13
H 2.669 1.982 -2.011 0.11
H 2.717 3.175 0.797 0.11
H 4.109 3.174 -0.264 0.12
H 4.416 1.232 1.019 0.12
H 3.803 0.653 -0.523 0.12
H 2.619 -0.501 0.809 0.05
H 2.456 1.580 2.841 0.11
H 3.572 0.221 2.822 0.13
H 1.522 -0.300 4.202 0.13
H 1.848 -1.411 2.869 0.12
H -0.225 -1.104 2.435 0.09
H -0.682 0.167 4.410 0.13
H -1.717 0.478 3.022 0.10
O -5.127 0.594 -1.614 0.07
C -5.213 0.141 -0.355 -0.26
C -6.487 0.015 0.201 0.00
C -6.650 -0.454 1.486 -0.07
C -5.546 -0.815 2.260 -0.08
C -4.285 -0.690 1.719 -0.04
C -4.089 -0.214 0.414 -0.08
C -2.717 -0.104 -0.108 -0.43
O -1.719 -0.410 0.675 -0.23
N -2.539 0.295 -1.335 0.06
N -1.181 0.302 -1.647 -0.04
C -0.923 0.217 -2.902 -0.04
C 0.411 0.078 -3.443 -0.15
C 0.584 0.198 -4.833 -0.04
C 1.805 -0.014 -5.425 -0.08
C 2.886 -0.393 -4.618 -0.06
C 2.737 -0.541 -3.258 -0.02
C 1.502 -0.297 -2.627 -0.35
O 1.400 -0.431 -1.328 -0.18
H -4.181 0.568 -1.879 0.06
H -7.335 0.293 -0.410 0.12
H -7.647 -0.545 1.895 0.11
H -5.678 -1.187 3.266 0.10
H -3.416 -0.965 2.302 0.10
H -1.763 0.210 -3.596 0.14
H -0.276 0.463 -5.437 0.12
H 1.926 0.093 -6.494 0.11
H 3.853 -0.578 -5.069 0.11
H 3.567 -0.846 -2.633 0.11
C 3.670 -4.378 -0.692 0.00
N 2.264 -4.088 -0.424 -0.03
C 1.287 -4.965 -0.745 -0.03
C 0.001 -4.711 -0.446 0.01
C -0.287 -3.460 0.179 -0.35
N 0.661 -2.565 0.469 0.17
C 1.969 -2.905 0.252 -0.48
O 2.918 -2.228 0.640 0.03
N -1.552 -3.175 0.509 0.20
H 3.726 -5.296 -1.270 0.09
H 4.217 -4.492 0.242 0.10
H 4.114 -3.560 -1.253 0.10
H 1.601 -5.873 -1.242 0.14
H -0.784 -5.411 -0.686 0.12
H -2.291 -3.778 0.192 0.12
H -1.777 -2.217 0.765 0.06
```

***

A single C5H7N5S molecule at a distorted geometry. Source: the Open Molecules 2025 dataset; level of theory: ωB97M-V with the def2-TZVPD basis set.

Calculated values
E_LUMO: 0.19 eV
Electronic energy: -23580.035 eV
2S+1: 1

XYZ file:
```
18
Properties=species:S:1:pos:R:3:lowdin_charge:R:1
C -0.719 2.355 0.422 -0.05
C -0.447 0.932 0.337 -0.21
C -1.331 -0.033 -0.078 -0.05
C -0.860 -1.418 -0.479 -0.60
S -1.067 -2.617 0.982 0.65
N 0.531 -1.407 -0.840 -0.01
N 1.355 -0.508 -0.285 -0.04
N 2.865 -0.465 -0.306 0.09
N 3.124 0.517 0.407 -0.10
N 2.094 1.221 0.873 0.06
C 1.017 0.605 0.370 -0.26
H -0.411 2.733 -0.441 0.05
H -0.086 2.811 1.210 0.10
H -1.724 2.564 0.852 0.11
H -2.407 0.245 -0.356 0.14
H -1.445 -1.850 -1.226 0.08
H -1.231 -3.889 0.269 -0.09
H 0.743 -1.799 -1.709 0.13
```

***

Energy above the lowest of the compared OMol25 structures with the same formula, charge and spin / kJ/mol: 0.0, 96.6